ORCA calculation (ωB97M-V with the def2-TZVPD basis set) on C58H53MnN6O3P as an isolated structure.

Calculated values
spin multiplicity	5
total charge	+1
E_tot	-116690.811	eV
<S²>	6.4590
relative energy (zero: lowest compared OMol25 entry of this formula, charge and spin)	0.0	kcal/mol

```
122
Properties=species:S:1:pos:R:3:mulliken_spin:R:1
Mn 0.667 1.171 -1.100 4.508
C 1.503 -3.174 2.903 0.000
N 1.535 -2.480 1.585 0.004
C 1.184 -1.183 1.307 0.037
N 1.161 -0.944 -0.001 -0.145
C 1.570 -2.114 -0.582 0.067
C 1.779 -3.062 0.386 -0.008
C 1.837 -4.548 0.159 0.001
C 2.905 -5.378 0.504 -0.001
C 2.932 -6.660 -0.001 0.000
C 1.954 -7.140 -0.845 0.000
C 0.893 -6.303 -1.144 0.000
C 0.819 -5.006 -0.651 0.001
C 1.913 -2.188 -2.037 -0.096
C 3.112 -2.822 -2.392 -0.002
C 3.610 -2.771 -3.672 0.005
C 2.887 -2.101 -4.637 -0.004
C 1.631 -1.585 -4.351 0.015
C 1.168 -1.586 -3.042 0.107
P 1.079 0.066 2.608 0.005
C -0.426 0.982 2.036 0.004
N -0.637 1.401 0.805 0.057
C -1.947 1.812 0.758 -0.023
C -2.510 1.605 1.976 -0.013
N -1.604 1.005 2.767 0.005
C -1.909 0.508 4.101 0.000
C -3.911 1.890 2.347 0.000
C -4.335 3.203 2.262 -0.002
C -5.692 3.444 2.338 0.000
C -6.611 2.457 2.606 0.000
C -6.120 1.165 2.721 0.000
C -4.782 0.860 2.575 0.000
C -2.599 2.571 -0.330 -0.008
C -2.432 3.933 -0.412 0.002
C -3.008 4.714 -1.392 0.001
C -3.767 4.099 -2.372 -0.005
C -4.063 2.717 -2.267 0.002
C -3.489 1.981 -1.232 -0.012
C 2.297 1.236 1.954 0.010
N 2.349 1.623 0.723 0.080
C 3.394 2.533 0.742 -0.024
C 3.976 2.552 1.972 -0.023
N 3.253 1.736 2.783 0.002
C 3.020 1.884 4.197 0.000
C 5.079 3.457 2.455 -0.002
C 4.978 4.302 3.533 0.000
C 6.117 4.937 3.953 0.000
C 7.348 4.796 3.332 0.000
C 7.373 3.927 2.271 0.000
C 6.278 3.243 1.816 0.001
C 3.758 3.473 -0.390 0.013
C 4.806 2.971 -1.475 -0.005
C 4.841 3.648 -2.731 -0.001
C 4.020 4.788 -2.903 -0.001
C 3.196 5.215 -1.910 -0.001
C 3.112 4.730 -0.569 0.004
H 1.550 -2.481 3.734 0.000
H 0.638 -3.856 2.944 0.000
H 2.353 -3.862 2.984 0.000
H 3.693 -4.999 1.127 0.000
H 3.758 -7.307 0.256 0.000
H 1.970 -8.151 -1.212 0.000
H 0.076 -6.660 -1.815 0.000
H 0.012 -4.333 -0.920 -0.001
H 3.705 -3.269 -1.633 -0.001
H 4.543 -3.223 -3.910 0.000
H 3.255 -2.099 -5.654 0.000
H 1.057 -1.087 -5.130 0.001
H 0.141 -1.203 -2.803 -0.001
H -2.603 1.164 4.644 0.000
H -2.311 -0.511 4.030 0.000
H -0.980 0.382 4.681 0.000
H -3.631 3.992 2.084 0.001
H -6.053 4.463 2.260 0.000
H -7.662 2.675 2.637 0.000
H -6.806 0.346 2.869 0.000
H -4.416 -0.154 2.640 0.000
H -1.902 4.451 0.372 -0.001
H -2.940 5.805 -1.422 0.000
H -4.252 4.708 -3.133 0.000
H -4.623 2.250 -3.065 0.000
H -3.519 0.908 -1.211 0.000
H 3.904 2.049 4.778 0.000
H 2.361 2.732 4.376 0.000
H 2.449 1.014 4.553 0.000
H 4.024 4.399 4.034 0.000
H 6.017 5.585 4.819 0.000
H 8.227 5.323 3.692 0.000
H 8.300 3.664 1.779 0.000
H 6.233 2.490 1.034 0.000
H 5.048 1.866 -1.507 0.001
H 5.843 3.702 -3.242 0.000
H 4.162 5.129 -3.890 0.000
H 2.323 5.762 -2.275 0.000
H 2.327 4.972 0.135 0.000
O -0.119 1.567 -5.149 0.001
H 0.692 1.005 -5.069 -0.002
H -0.333 1.828 -4.303 0.008
O 0.000 2.402 -2.033 -0.511
C -5.876 -5.804 -0.587 0.000
C -5.090 -4.556 -1.051 -0.001
C -4.912 -4.101 -2.349 0.002
C -4.068 -3.006 -2.642 -0.004
C -3.926 -2.642 -4.107 0.001
C -3.389 -2.304 -1.590 0.008
C -2.426 -1.252 -1.922 -0.016
O -1.790 -0.528 -1.087 -0.041
C -3.595 -2.721 -0.272 0.000
C -2.748 -2.235 0.900 -0.001
C -4.467 -3.800 -0.022 0.006
H -6.658 -6.148 -1.273 0.000
H -6.247 -5.603 0.437 0.000
H -5.165 -6.640 -0.517 0.000
H -5.429 -4.642 -3.139 0.000
H -4.713 -3.165 -4.656 0.000
H -2.926 -2.895 -4.531 0.000
H -4.024 -1.575 -4.280 0.000
H -2.303 -0.975 -3.030 -0.002
H -3.035 -1.205 1.161 0.000
H -1.699 -2.184 0.625 0.001
H -2.918 -2.883 1.800 0.000
H -4.598 -4.163 1.008 0.000
```